Below is C33H35F5N4P2Tc as an isolated structure at a distorted geometry, with properties calculated with wB97M-V/def2-TZVPD.

Atoms and positions in Å:
Tc1 -0.289509 0.893148 1.002871
C1 1.415654 -3.243594 2.978466
C2 1.805402 -2.547299 1.921183
C3 1.321956 -2.719345 0.521879
C4 -0.061050 -2.291176 -0.073577
C5 -0.971172 -1.371065 0.698567
C6 -1.346512 -1.812809 2.010295
C7 -1.171413 -3.156582 2.495573
C8 0.122576 -3.933239 3.009900
C9 -1.538532 1.625040 2.418414
H1 1.967514 -3.209048 3.934654
H2 2.485339 -1.688334 2.137676
H3 1.366038 -3.789416 0.249177
H4 2.040642 -2.151110 -0.100633
H5 0.105948 -1.918441 -1.100140
H6 -0.681275 -3.197164 -0.216038
H7 -1.949843 -1.357647 0.116228
H8 -2.163307 -1.221438 2.452751
H9 -1.587074 -3.767823 1.691383
H10 -1.830342 -3.222066 3.363759
H11 -0.066432 -4.265646 4.023167
H12 0.188811 -4.868911 2.463680
H13 -1.466532 1.186742 3.422636
H14 -2.581602 1.661323 2.121644
H15 -1.170857 2.683138 2.471150
P1 -1.669295 1.320903 -0.495477
P2 2.005691 0.411704 -1.021365
N1 -3.067191 0.302679 -1.213115
N2 -2.393105 2.809036 -1.411377
N3 2.036792 -0.665765 -2.658824
N4 3.377142 1.316063 -1.829784
C10 -0.558200 0.967839 -1.877403
C11 0.821818 1.617478 -1.656773
C12 -4.228712 -0.029161 -0.526882
C13 -5.148345 -0.621890 -1.406751
C14 -4.536764 -0.631163 -2.697227
C15 -3.276803 -0.034940 -2.548777
C16 -2.862866 3.948342 -0.771910
C17 -3.426612 4.838411 -1.702312
C18 -3.306037 4.208479 -2.979655
C19 -2.687883 2.968765 -2.766894
C20 2.832603 -1.772997 -2.934215
C21 2.441455 -2.363391 -4.128287
C22 1.457865 -1.476182 -4.682318
C23 1.324841 -0.417005 -3.802411
C24 4.370368 0.968144 -2.746687
C25 5.047169 2.125712 -3.152119
C26 4.452963 3.236550 -2.449724
C27 3.454253 2.697775 -1.651697
H16 -0.980611 1.399120 -2.768774
H17 -0.525237 -0.112981 -1.978696
H18 1.136920 2.060408 -2.613609
H19 0.799565 2.424598 -0.884705
H20 -4.308103 0.178390 0.522765
H21 -6.130550 -1.003802 -1.153141
H22 -4.957475 -0.969318 -3.634740
H23 -2.548215 0.145369 -3.315101
H24 -2.733743 4.042654 0.287010
H25 -3.878708 5.811478 -1.496634
H26 -3.609512 4.593102 -3.944826
H27 -2.443857 2.238321 -3.523891
H28 3.656074 -2.049364 -2.279994
H29 2.831147 -3.277603 -4.591475
H30 0.975852 -1.592868 -5.642529
H31 0.778908 0.498098 -3.922015
H32 4.491516 -0.031881 -3.115072
H33 5.897372 2.187645 -3.817173
H34 4.732739 4.287488 -2.491750
H35 2.722241 3.193362 -1.047232
F1 2.503189 1.423588 3.511499
C28 1.788242 0.643833 4.349291
C29 0.635440 0.018873 3.906428
C30 0.039824 -0.766245 4.862377
F2 -1.118371 -1.410902 4.625498
C31 0.518950 -0.996194 6.159530
F3 -0.142699 -1.804513 6.976787
C32 1.659950 -0.350832 6.563987
F4 2.116448 -0.504617 7.822299
C33 2.297404 0.501898 5.673688
F5 3.389723 1.180274 6.057518

Forces on atoms 1 to 6 (eV/Å):
-0.2 -2.2 4.8
0.4 0.9 0.5
0.4 1.4 0.9
-0.1 0.2 -1.4
-0.1 -0.5 0.3
-0.3 0.7 0.0

As for the net charge: +2. The energy relative to the best compared isomer or geometry (same formula, charge and spin) is 125.6 kcal/mol. The spin multiplicity is 4. As for the HOMO energy (spin up / spin down): -12.296 / -12.296 eV. The value obtained for the LUMO energy (spin up / spin down) is -0.2490 / -0.3488 Eh.

Results of the Löwdin charge analysis, in e, for atoms 1 through 6:
1 Tc 0.7966
2 C -0.1150
3 C -0.1313
4 C -0.1850
5 C -0.2157
6 C -0.2784

Below is C33H35FN8O5S2Tb as an isolated structure at a distorted geometry, with properties calculated with wB97M-V/def2-TZVPD.

Atoms and positions in Å:
Tb1 10.693677 18.106530 14.263630
O1 12.707521 16.834492 14.631111
C1 12.647459 17.292858 15.815301
O2 12.359022 18.548197 15.961258
C2 12.728396 16.335094 17.005702
C3 13.888851 16.165644 17.819759
C4 13.967747 15.284625 18.853876
C5 12.834184 14.608801 19.298246
C6 11.688072 14.853087 18.581056
C7 11.566047 15.639174 17.407736
S1 10.127525 15.768326 16.433187
H1 14.764410 16.754990 17.597076
H2 14.880238 15.167919 19.420105
H3 12.714698 14.034596 20.223095
H4 10.744476 14.392447 18.738649
F1 11.159886 11.383534 13.198367
C8 11.779299 12.341245 12.499852
C9 11.267998 13.610189 12.479732
C10 11.904077 14.600926 11.663644
C11 11.528344 15.969183 11.929987
O3 10.561902 16.193790 12.745335
C12 12.133054 16.996235 11.046711
C13 12.810242 16.520247 9.966030
N1 13.260979 15.210701 9.796789
C14 13.923934 15.034333 8.581932
C15 14.094793 13.675755 7.958002
C16 15.286574 14.398172 8.490960
C17 12.876607 14.260612 10.721644
C18 13.456674 13.024853 10.843770
C19 13.015028 12.102483 11.805543
N2 13.802547 11.030794 12.212004
C20 13.838507 10.720715 13.618051
C21 14.648828 9.490791 13.920313
N3 14.186317 8.333248 13.022478
C22 14.308964 8.738375 11.521434
C23 14.588779 10.255920 11.316079
C24 11.994164 18.471937 11.270999
O4 12.372678 19.268318 10.429900
O5 11.432065 18.782099 12.427835
H5 10.357717 13.800876 12.955353
H6 13.098556 17.252379 9.266502
H7 13.689071 15.748416 7.761856
H8 14.043807 13.771840 6.852037
H9 13.742372 12.775004 8.455479
H10 15.879138 14.886123 7.672807
H11 15.732729 14.189721 9.494245
H12 14.414357 12.882286 10.294994
H13 12.830976 10.566451 14.008026
H14 14.249165 11.619566 14.142157
H15 14.562075 9.147570 14.993880
H16 15.738384 9.580406 13.737234
H17 13.241826 7.968769 13.151675
H18 14.800040 7.493925 13.265976
H19 13.435609 8.328561 10.984456
H20 15.167510 8.203943 11.157132
H21 14.139265 10.426872 10.299778
H22 15.625347 10.466816 11.247546
C25 10.927801 24.309580 16.187781
C26 11.192050 23.073659 15.332194
C27 10.647898 21.791191 15.797300
N4 10.273580 20.739582 15.128740
N5 9.793979 19.659244 15.851534
C28 9.771251 19.928494 17.148814
N6 9.272476 18.974553 17.975465
S2 10.184860 21.536022 17.557266
H23 11.361436 25.167682 15.649057
H24 11.521132 24.231608 17.110906
H25 9.896950 24.484272 16.442647
H26 12.322708 22.944636 15.332366
H27 10.891727 23.233440 14.310306
H28 9.125538 18.049607 17.613502
H29 9.131619 19.149984 18.987822
N7 9.095345 20.106789 11.746405
C29 8.072400 19.353216 12.241635
C30 6.714103 19.660667 11.861956
C31 5.733769 18.771581 12.313550
C32 6.000755 17.893694 13.378507
C33 7.334373 17.709991 13.689228
N8 8.314459 18.392585 13.117376
H30 8.839456 20.942573 11.166494
H31 10.081714 19.919682 11.983459
H32 6.540993 20.399220 11.031093
H33 4.726521 18.854608 11.834793
H34 5.144084 17.307943 13.811860
H35 7.657529 16.985910 14.456680

Forces on atoms 1 to 6 (eV/Å):
0.1 -1.3 1.0
-0.2 -0.1 0.5
0.1 0.8 0.0
0.0 -1.7 0.2
0.6 0.1 1.2
-0.5 0.9 -2.0

As for the net charge: +1. The spin multiplicity is 7. As for the HOMO energy (spin up / spin down): -8.058 / -8.063 eV. The value obtained for the LUMO energy (spin up / spin down) is -0.1222 / -0.1222 Eh.

Results of the Löwdin charge analysis, in e, for atoms 1 through 6:
1 Tb 1.6777
2 O -0.1167
3 C -0.6486
4 O -0.1289
5 C -0.1562
6 C -0.0501

Below is C33H35LuN7OS as an isolated structure, with properties calculated with wB97M-V/def2-TZVPD.

Atoms and positions in Å:
Lu1 -1.046505 -1.529845 1.723166
C1 0.213051 -3.973187 3.603166
N1 -0.098267 -2.524794 3.714352
C2 1.131820 -1.799585 4.132822
C3 -1.151104 -2.334845 4.752786
C4 -1.616680 -0.895509 4.810075
N2 -2.188304 -0.441241 3.506441
C5 -3.618819 -0.832287 3.428362
C6 -2.084826 1.039705 3.422303
H1 0.607013 -4.355057 4.548355
H2 0.964790 -4.133898 2.830259
H3 -0.688483 -4.530076 3.348297
H4 1.345261 -1.990512 5.188119
H5 1.034076 -0.721770 3.992389
H6 1.981489 -2.146211 3.552860
H7 -0.757660 -2.632499 5.730215
H8 -1.976099 -3.014784 4.530278
H9 -0.786580 -0.234923 5.057457
H10 -2.360843 -0.766364 5.600694
H11 -4.180760 -0.376070 4.247209
H12 -3.730738 -1.914130 3.499733
H13 -4.050528 -0.490999 2.487556
H14 -2.569754 1.506479 4.283178
H15 -2.567937 1.391201 2.513302
H16 -1.034875 1.337432 3.411498
C7 5.939513 6.817388 -6.946604
O1 4.531220 6.820052 -6.698727
C8 4.025969 5.936447 -5.841272
C9 2.633382 6.003331 -5.662675
C10 2.010583 5.138375 -4.800906
C11 2.750557 4.180641 -4.090158
C12 4.132718 4.123039 -4.275285
C13 4.774838 4.986975 -5.140895
C14 2.130790 3.250977 -3.173300
N3 2.761150 2.311546 -2.478153
C15 1.801678 1.690711 -1.762410
C16 0.546532 2.235829 -2.001697
N4 0.778588 3.233080 -2.912143
C17 -0.628462 1.745655 -1.387335
C18 -1.939201 2.207508 -1.625393
C19 -3.004884 1.617022 -0.996809
C20 -2.766761 0.570226 -0.102324
N5 -1.544408 0.123884 0.169751
C21 -0.475525 0.679538 -0.466855
C22 0.821706 0.103080 -0.208953
N6 0.897020 -0.955768 0.658242
C23 2.074113 -1.563329 0.813131
C24 3.243969 -1.144218 0.182227
C25 3.190451 -0.050626 -0.647526
C26 1.959463 0.589295 -0.869715
H17 6.107272 7.607252 -7.670624
H18 6.253517 5.861007 -7.366456
H19 6.490531 7.035361 -6.030930
H20 2.079591 6.746091 -6.218741
H21 0.934894 5.224560 -4.698510
H22 4.710155 3.388268 -3.731946
H23 5.844753 4.917897 -5.264192
H24 0.113393 3.867513 -3.320844
H25 -2.111959 3.019614 -2.319902
H26 -4.018235 1.942672 -1.181689
H27 -3.597302 0.079669 0.392588
H28 2.095999 -2.431266 1.460783
H29 4.165436 -1.681220 0.353911
H30 4.071343 0.322196 -1.155205
S1 -2.415255 -4.461986 -1.724966
C27 -1.828172 -3.136870 -0.871901
N7 -2.051586 -3.121175 0.432710
C28 -2.770771 -4.265656 0.809275
C29 -3.213029 -4.592147 2.093027
C30 -3.916833 -5.763645 2.268091
C31 -4.192134 -6.615061 1.186986
C32 -3.773225 -6.303954 -0.086639
C33 -3.057895 -5.117026 -0.259475
H31 -1.294784 -2.343405 -1.380013
H32 -3.030457 -3.947976 2.944828
H33 -4.271395 -6.034171 3.253370
H34 -4.747770 -7.526461 1.358034
H35 -3.989822 -6.956975 -0.920658

Forces on atoms 1 to 6 (eV/Å):
-0.1 -0.2 -0.1
0.0 0.0 0.0
0.0 0.1 -0.1
0.0 0.0 0.1
0.1 0.0 0.0
-0.1 0.1 0.0

As for the net charge: +3. The energy relative to the best compared isomer or geometry (same formula, charge and spin) is 0.0 kcal/mol. As for the HOMO energy: -13.595 eV. The value obtained for the LUMO energy is -0.3276 Eh.

Results of the Löwdin charge analysis, in e, for atoms 1 through 6:
1 Lu 1.8290
2 C -0.0462
3 N -0.3836
4 C -0.0590
5 C -0.1759
6 C -0.1651

no.,DFT total energy (hartree)
1,-2759.23801
2,-3813.32781
3,-3370.06205